1.
A structure of composition C6H18O3 at a distorted geometry, computed with ωB97M-V/def2-TZVPD.

Geometry as ORCA input:
```
! wB97M-V def2-TZVPD RIJCOSX def2/J DEFGRID3
* xyz 0 1
C -10.618 13.356 -0.623
C -10.709 13.360 -2.191
O -11.910 14.008 -2.623
H -11.159 12.553 -0.122
H -10.865 14.346 -0.238
H -9.552 13.283 -0.406
H -10.653 12.383 -2.671
H -9.963 13.894 -2.778
H -12.615 13.530 -2.179
C -10.867 13.162 -7.003
C -11.645 13.994 -8.002
O -12.820 13.265 -8.284
H -11.293 12.992 -6.015
H -9.842 13.531 -7.039
H -10.723 12.137 -7.347
H -11.056 14.057 -8.917
H -11.828 15.016 -7.670
H -13.177 13.519 -9.138
C -9.894 15.822 -5.973
C -10.188 15.024 -4.701
O -11.560 15.114 -4.433
H -10.301 16.834 -5.971
H -10.131 15.378 -6.940
H -8.810 15.935 -5.981
H -9.596 15.373 -3.855
H -9.904 13.972 -4.744
H -11.754 14.856 -3.529
*
```

## Properties
ΔE to the lowest compared entry with this formula, charge and spin (eV): 2.842
Gap between HOMO and LUMO (eV): 9.582
Energy (eV): -12653.442
HOMO (eV): -8.9
Molecular weight (g mol⁻¹): 138.2

=====

2.
A cluster of 2 separate species, C4H12 in total at a distorted geometry, computed with ωB97M-V/def2-TZVPD.

Geometry as ORCA input:
```
! wB97M-V def2-TZVPD RIJCOSX def2/J DEFGRID3
* xyz 0 1
C 0.707 0.369 2.033
C 0.757 -1.188 1.684
H -0.012 1.054 1.633
H 0.704 0.493 3.197
H 1.714 0.760 1.900
H 1.229 -1.489 2.625
H 1.437 -1.244 0.785
H -0.300 -1.710 1.543
C -0.763 0.510 -2.675
C -0.926 0.286 -1.155
H -1.059 -0.252 -3.323
H -1.171 1.388 -3.025
H 0.312 0.600 -2.839
H -0.135 -0.379 -0.820
H -1.836 -0.380 -0.989
H -0.659 1.182 -0.573
*
```

## Properties
ΔE to the lowest compared entry with this formula, charge and spin (eV): 1.301
Gap between HOMO and LUMO (eV): 12.432
Energy (eV): -4341.228
Structure (SMILES): CC.CC
HOMO (eV): -11.3
Molecular weight (g mol⁻¹): 60.1

=====

3.
The ion C7H7N2 with charge +1 at a distorted geometry, computed with ωB97M-V/def2-TZVPD.

Geometry as ORCA input:
```
! wB97M-V def2-TZVPD RIJCOSX def2/J DEFGRID3
* xyz 1 1
C 1.378 -0.828 1.217
C 2.550 0.612 -0.216
C -0.891 -0.527 0.332
C 0.455 -0.187 0.405
C 1.243 0.695 -0.428
C -2.805 0.513 -0.952
C 2.756 -0.554 0.721
N -1.842 0.098 -0.365
N -3.887 1.075 -1.375
H 0.994 -1.519 2.012
H 3.277 1.276 -0.663
H -1.291 -1.402 0.670
H 3.441 -0.481 1.477
H 3.255 -1.369 0.214
H -3.993 1.405 -2.332
H -4.639 1.192 -0.717
*
```

## Properties
ΔE to the lowest compared entry with this formula, charge and spin (eV): 4.211
Gap between HOMO and LUMO (spin up / spin down) (eV): 7.165 / 7.812
Energy (eV): -10339.926
HOMO (spin up / spin down) (eV): -12.7 / -12.0
Molecular weight (g mol⁻¹): 119.1